Record 1
{
  "formula": "C5H17N3",
  "method": "ωB97M-V with the def2-TZVPD basis set",
  "symbols": ["H", "H", "H", "N", "N", "H", "C", "H", "H", "H", "H", "H", "H", "C", "H", "N", "H", "H", "H", "H", "C", "C", "H", "H", "C"],
  "xyz": [[0.72, -1.57, 0.83], [2.09, 0.86, 0.62], [-1.38, -0.44, 2.18], [1.11, 2.00, -0.77], [-0.97, 0.65, 0.38], [-2.98, 0.97, -0.04], [-1.12, 0.56, 1.83], [0.62, -0.65, -1.52], [0.12, 1.77, -0.29], [2.47, -1.54, 0.77], [-0.17, 0.85, 2.28], [1.00, 2.10, -1.77], [-1.86, -1.64, -0.80], [1.99, 0.93, -0.47], [-1.89, 1.26, 2.15], [-2.60, -1.03, -0.45], [-2.88, -1.35, 0.46], [1.59, -2.68, -0.24], [-1.94, 0.66, -1.44], [-0.22, 0.01, 0.09], [-2.16, 0.35, -0.41], [1.58, -1.66, 0.16], [2.32, -0.90, -1.70], [2.98, 1.11, -0.90], [1.56, -0.62, -0.96]],
  "smiles": "CCCN.CNCN",
  "total_energy_ha": -364.92014,
  "lumo_energy_ev": 0.936
}

Record 2
{
  "formula": "C5H17NO2",
  "method": "ωB97M-V with the def2-TZVPD basis set",
  "symbols": ["H", "H", "H", "H", "O", "H", "H", "C", "C", "H", "H", "H", "H", "H", "C", "C", "H", "H", "H", "O", "H", "N", "C", "H", "H"],
  "xyz": [[1.44, -0.01, 1.99], [-3.08, 2.31, 1.02], [-0.89, 1.93, -1.38], [-1.97, 0.86, -2.40], [-3.45, 1.42, 1.07], [-3.18, 0.89, 1.84], [0.07, -0.68, 0.32], [1.41, -2.04, -0.63], [-1.13, 0.91, -1.73], [-1.47, 0.75, 2.69], [2.66, -1.15, 1.40], [2.46, -2.15, -0.87], [-1.65, -0.74, 2.61], [-1.67, 0.48, -0.88], [2.01, -0.32, 1.12], [1.16, 0.39, -1.16], [0.71, -2.26, -1.45], [2.15, 0.40, -1.63], [1.06, -2.80, 0.07], [-2.03, 0.04, 3.03], [1.15, 1.39, -0.73], [0.07, 0.20, -2.09], [1.09, -0.66, -0.07], [2.72, 0.47, 0.87], [0.36, 0.38, -3.03]],
  "smiles": "CNCC(C)C.O.O",
  "total_energy_ha": -405.90231,
  "lumo_energy_ev": 0.524
}

Record 3
{
  "formula": "C5H17NO5",
  "method": "ωB97M-V with the def2-TZVPD basis set",
  "symbols": ["O", "H", "H", "H", "O", "O", "H", "H", "C", "H", "H", "H", "C", "C", "H", "H", "H", "H", "C", "H", "H", "H", "N", "O", "C", "H", "H", "O"],
  "xyz": [[0.58, 3.82, 0.91], [-1.03, 0.30, -2.52], [1.36, -2.29, -0.85], [1.98, -0.32, -1.82], [2.97, -0.55, -1.37], [0.87, -0.43, -2.60], [3.03, -1.48, -1.59], [-2.37, 1.28, 0.16], [0.77, -2.32, 0.04], [-0.17, 3.22, 1.19], [-0.30, 1.76, 2.67], [0.84, -3.34, 0.44], [-0.94, -0.71, -0.74], [-0.43, -0.59, -2.21], [-2.03, -0.59, -0.75], [-0.91, -1.46, -2.73], [1.17, -1.64, 0.78], [-0.98, -2.74, -0.77], [-0.39, 0.43, 0.16], [0.96, 3.34, 0.16], [-0.08, 0.54, 3.69], [0.23, -0.02, 0.91], [-0.66, -2.02, -0.13], [0.42, 1.23, 3.24], [-1.59, 1.02, 0.91], [-2.08, 0.21, 1.49], [0.15, 1.21, -0.38], [-1.37, 2.14, 1.72]],
  "total_charge": -2,
  "total_energy_ha": -631.58789,
  "lumo_energy_ev": 6.263
}

Record 4
{
  "formula": "C5H17NO6",
  "method": "ωB97M-V with the def2-TZVPD basis set",
  "symbols": ["H", "H", "O", "H", "C", "C", "H", "H", "H", "O", "H", "H", "H", "H", "H", "O", "C", "H", "C", "O", "N", "O", "H", "H", "H", "H", "O", "C", "H"],
  "xyz": [[0.94, 2.19, 2.93], [-1.91, 1.94, 1.47], [-2.64, 1.53, 1.17], [-3.89, -1.35, -2.26], [1.03, 1.70, 1.85], [0.87, -0.91, -1.65], [0.02, -1.09, 0.90], [-1.66, -1.58, 1.68], [1.46, 0.09, 2.88], [-0.49, -0.70, -1.27], [3.33, -1.65, -1.02], [-2.39, 0.74, 0.61], [-2.99, -1.25, -1.08], [0.15, 2.97, -0.87], [-1.73, -2.24, 0.48], [1.16, -1.50, -2.62], [1.16, -0.63, 0.89], [1.67, 0.76, -0.59], [1.68, -0.29, -0.46], [-2.27, -1.60, 0.93], [3.11, -0.70, -0.72], [-3.28, -0.83, -1.94], [-1.14, -1.05, -1.88], [-0.17, 2.04, -1.94], [1.56, -1.60, 1.31], [0.70, 2.33, 1.17], [0.58, 2.61, -1.61], [1.26, 0.46, 1.88], [3.88, -0.35, -0.23]],
  "total_charge": 1,
  "total_energy_ha": -706.46946,
  "lumo_energy_ev": [-3.538, -8.898],
  "s_squared": 0.76,
  "multiplicity": 2
}

Record 5
{
  "formula": "C5H18N2O3",
  "method": "ωB97M-V with the def2-TZVPD basis set",
  "symbols": ["C", "H", "H", "H", "C", "C", "O", "H", "H", "H", "H", "H", "O", "H", "H", "H", "H", "H", "H", "H", "C", "H", "H", "O", "C", "N", "N", "H"],
  "xyz": [[0.49, 2.04, 1.15], [0.45, 0.71, 2.88], [2.52, 0.48, -2.58], [-2.65, -1.29, -1.89], [-0.36, -0.46, -0.05], [-1.70, 0.17, -0.63], [2.41, 1.40, -2.79], [-0.07, -1.70, -2.20], [-0.09, -1.39, 3.15], [-2.16, 0.85, 0.08], [-2.96, -1.40, -0.26], [1.44, 2.64, 2.76], [0.70, -1.65, -2.77], [1.01, -2.08, 1.95], [-0.70, -2.43, 1.82], [0.49, -0.08, -0.65], [-1.42, 0.63, -1.58], [1.55, 1.48, -3.23], [0.40, -2.04, -3.60], [1.68, 0.34, 1.42], [-0.01, -1.64, 2.08], [-0.51, 2.44, 1.34], [0.79, 2.09, 0.12], [1.46, 2.87, 1.82], [0.67, 0.66, 1.80], [-0.26, -0.41, 1.40], [-2.74, -0.78, -1.03], [-0.45, -1.46, -0.51]],
  "smiles": "CN(CCN)CCO.O.O",
  "total_energy_ha": -536.46495,
  "lumo_energy_ev": 0.417
}

Record 6
{
  "formula": "C5H18N2O4",
  "method": "ωB97M-V with the def2-TZVPD basis set",
  "symbols": ["H", "C", "H", "C", "C", "H", "H", "O", "H", "H", "H", "H", "O", "H", "N", "O", "O", "H", "H", "H", "C", "H", "N", "H", "H", "C", "H", "H", "H"],
  "xyz": [[0.85, 3.18, -0.93], [-2.62, 0.99, -1.52], [-0.75, 1.32, 2.68], [-0.66, -1.71, -0.16], [1.63, -0.90, -0.32], [-1.18, -0.05, -2.29], [1.29, -1.66, 1.64], [-1.27, 0.51, 2.78], [-2.91, -1.36, -0.25], [1.86, -1.70, -1.02], [2.14, -0.04, -0.74], [-0.99, -1.89, 0.87], [2.48, 1.83, 1.42], [2.49, -0.30, 1.48], [0.20, -0.56, -0.34], [-2.22, 2.01, -2.05], [1.05, 2.24, -1.06], [1.83, 1.79, 0.70], [2.59, 2.66, 1.87], [-0.38, -2.73, -0.46], [-2.03, -1.39, -0.89], [2.98, -1.93, 1.20], [-1.95, -0.16, -1.65], [0.08, 0.04, 0.46], [-1.23, 0.26, 1.84], [2.13, -1.26, 1.09], [0.44, 2.01, -1.77], [-3.55, 0.95, -0.95], [-2.26, -2.17, -1.62]],
  "smiles": "CCNCCNC=O.O.O.O",
  "total_energy_ha": -611.74101,
  "lumo_energy_ev": 0.477
}